# C19H57FeO25P6

A molecular structure, C19H57FeO25P6 (ωB97M-V/def2-TZVPD, the OMol25 dataset).

Output
- Calculated total energy: -5950.169313 Ha
- Charge: +3
- Strongest force on any atom: 7.3 eV Å⁻¹
- 2S+1: 7
- HOMO (spin up / spin down): -16.0975 / -16.0973 eV

```
108
C19H57FeO25P6 ωB97M-V/def2-TZVPD
Fe -3.74 -2.56 0.05
C -0.96 -0.76 1.14
O -2.06 -1.53 0.66
H -0.17 -1.32 1.64
H -0.35 -0.35 0.34
H -1.36 0.04 1.76
C -5.98 -0.60 3.79
O -5.46 0.47 3.10
P -5.06 0.47 1.52
O -4.85 -0.96 1.05
O -6.16 1.32 0.76
C -7.40 0.70 0.34
O -3.70 1.27 1.37
C -3.61 2.58 1.78
H -5.28 -1.21 4.35
H -6.47 -1.30 3.12
H -6.77 -0.20 4.44
H -7.31 -0.39 0.27
H -7.76 0.93 -0.66
H -8.22 1.02 0.98
H -2.53 2.63 1.91
H -3.94 3.18 2.63
H -3.89 3.16 0.90
C 0.09 -2.17 -2.13
O -0.23 -0.91 -2.82
P 0.46 -0.35 -4.16
O 0.36 -1.35 -5.19
O -0.39 1.06 -4.28
C -0.15 1.90 -5.36
O 1.94 0.06 -3.66
C 3.06 -0.16 -4.53
H -0.76 -2.79 -1.83
H 0.41 -2.01 -1.10
H 0.77 -2.78 -2.73
H -1.04 2.52 -5.40
H 0.06 1.37 -6.29
H 0.73 2.50 -5.13
H 3.72 -0.86 -4.01
H 3.60 0.69 -4.95
H 2.90 -0.68 -5.47
C 2.85 -2.54 2.17
O 1.96 -3.66 2.15
P 2.31 -5.09 2.93
O 2.73 -5.04 4.36
O 1.00 -5.99 2.58
C 0.46 -5.96 1.32
O 3.46 -5.72 2.03
C 4.75 -5.18 2.12
H 2.19 -1.79 2.59
H 3.20 -2.36 1.15
H 3.57 -2.65 2.98
H 1.16 -6.59 0.77
H 0.35 -4.99 0.82
H -0.54 -6.33 1.51
H 5.44 -6.02 2.30
H 4.84 -4.47 2.94
H 5.23 -4.72 1.26
C 3.26 5.71 3.01
O 2.36 4.60 2.90
P 0.77 4.74 2.44
O 0.20 6.16 2.56
O 0.03 3.61 3.33
C -0.15 3.75 4.73
O 0.67 4.20 0.95
C 0.86 2.90 0.68
H 2.74 6.66 2.92
H 3.84 5.64 2.08
H 3.89 5.69 3.90
H 0.48 4.43 5.30
H 0.15 2.87 5.30
H -1.14 4.07 5.07
H 1.79 2.44 1.01
H 0.73 2.79 -0.39
H 0.08 2.26 1.09
C 7.42 -1.15 0.43
O 6.77 0.16 0.72
P 5.53 0.62 -0.21
O 5.81 0.41 -1.69
O 5.34 2.15 0.32
C 5.21 2.45 1.67
O 4.31 -0.22 0.34
C 3.17 -0.20 -0.47
H 8.18 -1.37 1.18
H 7.78 -1.18 -0.60
H 6.70 -1.92 0.69
H 4.57 3.30 1.87
H 6.19 2.59 2.11
H 4.69 1.62 2.17
H 2.93 0.78 -0.88
H 2.26 -0.53 0.03
H 3.45 -0.89 -1.27
C -2.97 -1.83 -4.47
O -3.84 -0.76 -4.21
P -4.27 -0.33 -2.67
O -3.89 -1.27 -1.59
O -3.84 1.22 -2.45
C -2.50 1.64 -2.17
O -5.89 -0.30 -2.81
C -6.50 -0.04 -4.02
H -2.03 -1.41 -4.82
H -3.41 -2.56 -5.16
H -2.72 -2.51 -3.66
H -2.16 1.99 -3.14
H -1.89 0.85 -1.73
H -2.37 2.51 -1.52
H -5.87 0.14 -4.89
H -7.06 0.88 -3.92
H -7.12 -0.91 -4.22
```

Atom charges from the Löwdin analysis, given in e for atoms 1 to 99: number 1, Fe, carries 1.26; number 2, C, carries -0.06; number 3, O, carries -0.10; number 4, H, carries 0.11; number 5, H, carries 0.09; number 6, H, carries 0.09; number 7, C, carries -0.11; number 8, O, carries -0.18; number 9, P, carries 0.53; number 10, O, carries -0.32; number 11, O, carries -0.16; number 12, C, carries -0.05; number 13, O, carries -0.20; number 14, C, carries -0.11; number 15, H, carries 0.10; number 16, H, carries 0.08; number 17, H, carries 0.11; number 18, H, carries 0.09; number 19, H, carries 0.10; number 20, H, carries 0.11; number 21, H, carries 0.08; number 22, H, carries 0.12; number 23, H, carries 0.10; number 24, C, carries -0.05; number 25, O, carries -0.25; number 26, P, carries 0.42; number 27, O, carries -0.18; number 28, O, carries -0.26; number 29, C, carries -0.10; number 30, O, carries -0.22; number 31, C, carries -0.10; number 32, H, carries 0.07; number 33, H, carries 0.05; number 34, H, carries 0.11; number 35, H, carries 0.10; number 36, H, carries 0.10; number 37, H, carries 0.10; number 38, H, carries 0.08; number 39, H, carries 0.10; number 40, H, carries 0.09; number 41, C, carries -0.10; number 42, O, carries -0.28; number 43, P, carries 0.50; number 44, O, carries -0.21; number 45, O, carries -0.19; number 46, C, carries -0.15; number 47, O, carries -0.20; number 48, C, carries -0.13; number 49, H, carries 0.08; number 50, H, carries 0.07; number 51, H, carries 0.09; number 52, H, carries 0.10; number 53, H, carries 0.06; number 54, H, carries 0.10; number 55, H, carries 0.11; number 56, H, carries 0.08; number 57, H, carries 0.08; number 58, C, carries -0.09; number 59, O, carries -0.26; number 60, P, carries 0.52; number 61, O, carries -0.25; number 62, O, carries -0.23; number 63, C, carries -0.11; number 64, O, carries -0.16; number 65, C, carries -0.19; number 66, H, carries 0.09; number 67, H, carries 0.08; number 68, H, carries 0.10; number 69, H, carries 0.09; number 70, H, carries 0.09; number 71, H, carries 0.10; number 72, H, carries 0.08; number 73, H, carries 0.10; number 74, H, carries 0.07; number 75, C, carries 0.01; number 76, O, carries -0.12; number 77, P, carries 0.59; number 78, O, carries 0.10; number 79, O, carries -0.17; number 80, C, carries -0.08; number 81, O, carries -0.18; number 82, C, carries -0.10; number 83, H, carries 0.11; number 84, H, carries 0.11; number 85, H, carries 0.09; number 86, H, carries 0.09; number 87, H, carries 0.12; number 88, H, carries 0.10; number 89, H, carries 0.10; number 90, H, carries 0.08; number 91, H, carries 0.10; number 92, C, carries -0.10; number 93, O, carries -0.19; number 94, P, carries 0.58; number 95, O, carries -0.30; number 96, O, carries -0.18; number 97, C, carries -0.06; number 98, O, carries -0.20; number 99, C, carries -0.11